[1]
Computed, not measured: 2 unconnected molecules or ions with the total composition C4H3O3 in a non-equilibrium geometry, with ωB97M-V/def2-TZVPD.

Net charge ... -1
HOMO level ... -2.466 eV
LUMO energy ... 3.60 eV
Gap between HOMO and LUMO ... 6.067 eV

Last columns: bonded neighbours and bond lengths (Å).
Cartesian coordinates (Å):
1 C 1.3831 -0.4669 0.4846  C2 1.320, C4 1.573, H8 0.985
2 C 0.3715 -0.6640 -0.3406  C1 1.320, C4 1.483, O7 1.283
3 C -1.4675 2.4062 -0.8623  O5 1.129, O6 1.129
4 C 0.3474 -1.6076 0.8028  C1 1.573, C2 1.483, H9 1.141, H10 1.075
5 O -0.5848 2.9705 -1.2824  C3 1.129
6 O -2.3994 2.0244 -0.3526  C3 1.129
7 O -0.3347 -0.2459 -1.3269  C2 1.283
8 H 2.3565 -0.4064 0.6214  C1 0.985
9 H 0.6225 -2.7035 0.6444  C4 1.141
10 H -0.2945 -1.3068 1.6115  C4 1.075

Here are the Mulliken charges for atoms 1 to 8, given in e: -0.70, 0.40, 0.69, -0.50, -0.36, -0.36, -0.80, 0.29

[2]
Computed, not measured: a gas-phase ion, C4H3O3 (charge -1) in a non-equilibrium geometry, with ωB97M-V/def2-TZVPD.

Net charge ... -1
HOMO level ... -3.686 eV
LUMO energy ... 3.94 eV
Gap between HOMO and LUMO ... 7.630 eV
Structure (SMILES) ... CC(=C=O)C(=O)[O-]

Last columns: bonded neighbours and bond lengths (Å).
Cartesian coordinates (Å):
1 C 0.1575 0.8579 1.2039  C2 1.857, H8 1.100, H9 1.096, H10 1.157
2 C 0.3700 -0.5132 -0.0302  C1 1.857, C3 1.347, C5 1.653
3 C 0.7892 -1.7150 -0.4718  C2 1.347, O4 1.213
4 O 1.2309 -2.6392 -1.1216  C3 1.213
5 C -0.7724 0.1491 -1.0238  C2 1.653, O6 1.219, O7 1.218
6 O -1.8285 -0.4569 -1.0736  C5 1.219
7 O -0.3391 1.1912 -1.4812  C5 1.218
8 H -0.3665 1.5834 0.5643  C1 1.100
9 H 1.2003 1.1573 1.3602  C1 1.096
10 H -0.4415 0.3852 2.0738  C1 1.157

Here are the Mulliken charges for atoms 1 to 8, given in e: -0.77, -0.10, 0.46, -0.58, 0.48, -0.67, -0.66, 0.34